{"formula": "C5H7NO", "method": "ωB97M-V/def2-TZVPD", "symbols": ["C", "N", "C", "C", "C", "C", "O", "H", "H", "H", "H", "H", "H", "H"], "xyz": [[1.540, 1.015, 0.385], [0.473, 0.232, -0.189], [-0.546, 0.810, -0.885], [-1.668, 0.155, -0.785], [-1.317, -1.016, -0.026], [0.029, -0.947, 0.307], [0.644, -1.576, 1.335], [1.458, 1.261, 1.488], [1.538, 1.970, -0.333], [2.469, 0.476, 0.134], [-0.280, 1.623, -1.621], [-2.642, 0.162, -1.392], [-2.026, -1.723, 0.116], [0.328, -2.443, 1.466]], "atomic_forces_ev_per_a": [[0.99, 1.69, -2.03], [0.68, -0.11, 0.85], [2.28, 4.21, -2.45], [-3.16, -3.38, -0.85], [1.38, 1.67, -0.73], [-3.26, -0.01, 0.77], [1.92, 1.61, -0.26], [-0.13, -0.29, -1.41], [0.26, -1.74, 2.14], [-0.07, 0.39, 0.68], [-0.37, -0.72, 1.28], [1.83, 0.59, 1.08], [-1.60, -2.49, 0.92], [-0.77, -1.41, -0.01]], "charge": 0, "smiles": "Cn1cccc1O", "orbital_gap_ev": 8.5449, "lumo_ev": 0.824}

{"formula": "C7H9O7PY", "method": "ωB97M-V/def2-TZVPD", "symbols": ["Y", "O", "C", "C", "O", "C", "O", "C", "O", "C", "O", "P", "O", "C", "O", "C", "H", "H", "H", "H", "H", "H", "H", "H", "H"], "xyz": [[-0.108, 1.543, -0.563], [-3.549, 1.752, -1.869], [-2.452, 1.751, -1.484], [0.323, 2.679, 1.454], [0.645, 3.080, 2.500], [1.545, 1.186, -2.241], [2.431, 0.924, -2.947], [0.006, 3.835, -1.490], [0.075, 4.907, -1.885], [-2.169, -1.497, -0.896], [-0.801, -1.567, -1.318], [0.467, -1.173, -0.206], [0.543, -2.522, 0.661], [-0.356, -2.779, 1.761], [1.226, 0.088, 1.362], [2.606, 0.209, 0.958], [-2.817, -1.284, -1.757], [-2.361, -0.736, -0.128], [-2.367, -2.479, -0.473], [-1.123, -2.000, 1.887], [-0.842, -3.710, 1.465], [0.186, -2.906, 2.713], [3.197, 0.407, 1.837], [2.970, -0.723, 0.456], [2.727, 1.017, 0.202]], "atomic_forces_ev_per_a": [[0.23, -1.68, 0.87], [5.81, 0.08, 1.98], [-6.51, -0.03, -2.22], [2.21, 2.93, 7.29], [-1.82, -2.10, -5.75], [5.80, -1.61, -4.80], [-4.70, 1.42, 3.63], [0.42, 4.99, -1.81], [-0.28, -4.05, 1.46], [-1.25, -1.09, 0.04], [2.43, 3.18, 2.17], [0.67, -4.88, -0.24], [0.73, 3.40, -2.15], [-1.12, -0.81, 1.47], [-2.15, 0.52, -1.46], [-0.97, -0.69, -1.49], [0.35, -0.31, 0.19], [0.13, 0.02, 0.11], [-0.71, 0.08, 0.04], [0.35, -0.13, -0.11], [-0.02, 0.05, 0.32], [0.01, 0.12, -0.69], [0.24, 0.09, 0.36], [-0.07, 0.42, 0.44], [0.25, 0.09, 0.33]], "charge": 3, "orbital_gap_ev": [6.8778, 6.8772], "lumo_ev": [-14.360, -14.359]}

{"formula": "C31H37AuPSb2", "method": "ωB97M-V/def2-TZVPD", "symbols": ["Au", "C", "Sb", "C", "C", "C", "C", "C", "C", "C", "C", "C", "Sb", "C", "C", "H", "H", "H", "H", "H", "H", "H", "H", "H", "H", "H", "H", "H", "H", "H", "H", "H", "H", "H", "H", "C", "C", "C", "C", "C", "C", "P", "C", "C", "C", "C", "C", "C", "C", "C", "C", "C", "C", "C", "H", "H", "H", "H", "H", "H", "H", "H", "H", "H", "H", "H", "H", "H", "C", "H", "H", "H"], "xyz": [[0.559, 0.511, -0.372], [0.361, 1.649, 3.350], [-0.045, -0.093, 2.198], [-1.913, -0.602, 3.069], [1.138, -1.584, 3.299], [2.468, -1.016, 3.680], [2.532, -0.296, 4.875], [3.704, 0.288, 5.326], [4.859, 0.149, 4.577], [4.812, -0.566, 3.392], [3.638, -1.158, 2.926], [3.722, -1.856, 1.589], [2.840, -0.733, 0.023], [3.887, -1.340, -1.716], [4.012, 1.017, 0.384], [1.434, 1.837, 3.355], [0.014, 1.504, 4.371], [-0.160, 2.488, 2.894], [-1.763, -0.716, 4.142], [-2.276, -1.533, 2.645], [-2.640, 0.191, 2.889], [1.164, -2.527, 2.751], [0.511, -1.735, 4.177], [1.630, -0.198, 5.469], [3.714, 0.839, 6.257], [5.791, 0.583, 4.912], [5.720, -0.687, 2.813], [3.213, -2.824, 1.571], [4.769, -2.011, 1.334], [4.932, -1.482, -1.441], [3.807, -0.551, -2.460], [3.480, -2.260, -2.124], [5.069, 0.802, 0.232], [3.862, 1.347, 1.412], [3.706, 1.811, -0.290], [-5.347, -4.725, -0.775], [-4.403, -4.642, -1.787], [-3.311, -3.795, -1.657], [-3.152, -3.025, -0.505], [-4.106, -3.117, 0.509], [-5.200, -3.959, 0.373], [-1.751, -1.889, -0.280], [-0.681, -2.214, -1.707], [0.163, -3.323, -1.632], [0.981, -3.654, -2.703], [0.971, -2.870, -3.851], [0.135, -1.765, -3.931], [-0.692, -1.438, -2.865], [-2.371, -0.190, -0.433], [-3.744, 0.073, -0.543], [-4.209, 1.372, -0.600], [-3.311, 2.434, -0.556], [-1.955, 2.186, -0.458], [-1.469, 0.877, -0.367], [-6.198, -5.384, -0.879], [-4.517, -5.235, -2.685], [-2.584, -3.737, -2.456], [-4.009, -2.515, 1.405], [-5.935, -4.017, 1.164], [0.164, -3.940, -0.740], [1.621, -4.525, -2.645], [1.609, -3.126, -4.687], [0.118, -1.161, -4.829], [-1.352, -0.581, -2.933], [-4.446, -0.748, -0.607], [-5.271, 1.559, -0.696], [-3.671, 3.454, -0.606], [-1.265, 3.020, -0.438], [1.291, 1.278, -2.194], [2.239, 1.777, -2.007], [0.566, 1.987, -2.583], [1.412, 0.443, -2.879]], "atomic_forces_ev_per_a": [[-0.12, -1.18, 1.33], [0.13, -0.05, -0.17], [0.09, -0.60, 0.25], [-0.27, 0.22, -0.29], [-0.29, 0.41, -0.47], [0.03, -0.10, 0.28], [0.07, 0.01, 0.04], [-0.13, -0.01, 0.01], [0.08, -0.04, -0.06], [0.09, -0.03, 0.04], [0.13, 0.20, -0.30], [-0.65, -0.70, 0.58], [1.16, 1.36, -0.56], [-0.04, -0.26, 0.03], [0.09, -0.06, 0.07], [-0.02, 0.06, 0.01], [-0.02, -0.01, -0.02], [-0.01, 0.02, 0.02], [0.12, 0.05, -0.02], [0.04, -0.04, -0.01], [0.04, -0.06, -0.03], [0.07, 0.14, -0.12], [0.09, -0.08, 0.10], [0.01, -0.02, 0.03], [-0.01, -0.02, 0.00], [-0.01, 0.00, -0.01], [-0.01, 0.03, -0.01], [0.18, -0.02, 0.21], [-0.05, 0.00, -0.24], [-0.01, 0.00, -0.02], [-0.04, 0.04, 0.03], [-0.01, -0.05, -0.04], [0.00, -0.01, 0.02], [0.00, 0.00, 0.00], [0.00, 0.02, -0.05], [-0.01, -0.01, -0.02], [0.02, -0.03, 0.03], [-0.03, 0.03, 0.09], [-0.20, 0.22, -0.37], [0.00, -0.02, 0.03], [0.02, 0.03, 0.04], [0.52, -0.36, 0.97], [-0.18, 0.16, -0.23], [0.11, 0.05, -0.05], [-0.01, 0.02, 0.03], [0.02, -0.02, -0.02], [0.00, 0.00, 0.00], [-0.03, -0.10, -0.04], [-0.21, -0.16, -0.36], [0.17, 0.04, -0.07], [0.02, 0.19, 0.04], [-0.26, -0.09, 0.03], [0.21, -0.16, 0.19], [-0.39, 1.06, -0.84], [0.00, 0.00, 0.00], [0.00, 0.00, 0.00], [0.00, 0.02, -0.02], [0.03, -0.03, 0.00], [0.00, 0.00, 0.00], [-0.01, 0.01, 0.02], [-0.01, 0.00, -0.01], [-0.01, -0.01, 0.00], [0.00, 0.00, 0.00], [0.02, -0.02, 0.01], [0.03, -0.02, 0.00], [0.00, 0.01, 0.01], [0.01, 0.00, -0.02], [0.01, 0.00, -0.03], [-0.78, -0.12, 0.17], [0.06, 0.00, 0.04], [0.05, 0.01, -0.12], [0.07, 0.07, -0.09]], "charge": 1, "orbital_gap_ev": 6.7689, "lumo_ev": -3.611}

{"formula": "C26H70Li5N4O13", "method": "ωB97M-V/def2-TZVPD", "symbols": ["Li", "Li", "Li", "Li", "Li", "O", "C", "C", "O", "H", "H", "H", "H", "C", "O", "C", "C", "N", "C", "C", "O", "C", "H", "H", "H", "H", "H", "H", "H", "H", "H", "H", "H", "H", "H", "H", "H", "C", "O", "C", "C", "N", "C", "C", "O", "C", "H", "H", "H", "H", "H", "H", "H", "H", "H", "H", "H", "H", "H", "H", "H", "C", "O", "C", "C", "N", "C", "C", "O", "C", "H", "H", "H", "H", "H", "H", "H", "H", "H", "H", "H", "H", "H", "H", "H", "C", "O", "C", "C", "N", "C", "C", "O", "C", "H", "H", "H", "H", "H", "H", "H", "H", "H", "H", "H", "H", "H", "H", "H", "O", "H", "H", "O", "H", "H", "O", "H", "H"], "xyz": [[16.124, 21.950, -14.162], [15.107, 22.700, -11.371], [17.271, 19.631, -14.815], [15.174, 18.902, -12.265], [18.947, 22.733, -15.039], [15.789, 20.912, -12.139], [17.118, 20.668, -11.669], [18.316, 21.181, -12.523], [18.220, 21.158, -13.957], [17.222, 19.565, -11.580], [17.266, 20.905, -10.610], [19.259, 20.757, -12.171], [18.388, 22.249, -12.275], [14.738, 16.392, -6.499], [14.705, 16.384, -7.939], [15.956, 16.323, -8.597], [16.025, 17.440, -9.623], [15.150, 17.318, -10.817], [13.732, 17.159, -10.465], [12.832, 17.172, -11.686], [13.110, 18.406, -12.364], [12.076, 18.883, -13.231], [13.711, 16.684, -6.290], [15.530, 16.986, -6.051], [14.833, 15.357, -6.159], [16.089, 15.368, -9.123], [16.752, 16.446, -7.859], [17.039, 17.503, -10.018], [15.792, 18.383, -9.120], [15.511, 16.503, -11.310], [13.359, 17.945, -9.810], [13.519, 16.197, -9.991], [11.788, 16.991, -11.432], [13.116, 16.342, -12.346], [12.268, 19.950, -13.347], [11.089, 18.847, -12.765], [12.043, 18.335, -14.171], [19.452, 16.438, -10.867], [19.426, 16.888, -9.543], [20.491, 16.321, -8.759], [20.214, 16.448, -7.282], [20.206, 17.849, -6.837], [19.881, 18.105, -5.439], [18.382, 18.095, -5.189], [18.120, 18.740, -3.936], [16.886, 18.399, -3.353], [18.810, 17.051, -11.511], [18.981, 15.445, -10.916], [20.441, 16.385, -11.327], [21.443, 16.775, -9.047], [20.541, 15.269, -9.064], [21.009, 15.858, -6.815], [19.312, 15.877, -7.018], [19.551, 18.256, -7.495], [20.359, 19.061, -5.230], [20.326, 17.360, -4.781], [17.970, 17.082, -5.129], [17.772, 18.664, -5.906], [16.137, 18.189, -4.121], [16.488, 19.209, -2.742], [16.992, 17.559, -2.661], [19.288, 21.382, -7.533], [20.467, 20.665, -7.840], [20.442, 20.338, -9.216], [21.781, 19.792, -9.648], [22.786, 20.829, -9.779], [24.143, 20.320, -10.112], [24.347, 19.756, -11.493], [24.312, 20.802, -12.468], [24.627, 20.365, -13.785], [18.338, 20.970, -7.892], [19.338, 22.414, -7.906], [19.268, 21.479, -6.447], [20.135, 21.164, -9.878], [19.669, 19.570, -9.370], [21.568, 19.327, -10.617], [21.997, 18.985, -8.938], [22.870, 21.449, -8.987], [24.415, 19.569, -9.360], [24.878, 21.099, -9.901], [23.517, 19.085, -11.756], [25.298, 19.227, -11.575], [23.997, 19.531, -14.118], [25.671, 20.070, -13.888], [24.362, 21.228, -14.397], [10.398, 21.873, -10.893], [11.423, 21.985, -9.914], [12.516, 21.144, -10.128], [13.621, 21.472, -9.132], [14.278, 22.744, -9.473], [15.429, 23.025, -8.615], [16.268, 24.118, -9.268], [16.774, 23.621, -10.525], [17.838, 24.363, -11.094], [9.946, 20.877, -10.841], [10.805, 22.009, -11.898], [9.653, 22.613, -10.625], [12.824, 21.170, -11.190], [12.200, 20.096, -9.987], [14.377, 20.698, -9.298], [13.282, 21.452, -8.097], [13.604, 23.489, -9.307], [16.018, 22.136, -8.393], [15.126, 23.446, -7.652], [17.113, 24.483, -8.686], [15.566, 24.906, -9.563], [18.808, 24.088, -10.661], [17.738, 25.446, -11.046], [17.920, 23.961, -12.106], [20.359, 23.626, -13.756], [20.309, 22.985, -13.018], [20.920, 24.336, -13.418], [20.862, 19.954, -14.536], [21.111, 20.101, -13.610], [19.994, 20.363, -14.623], [21.641, 21.872, -12.073], [22.360, 21.666, -12.692], [21.965, 21.496, -11.200]], "atomic_forces_ev_per_a": [[0.31, -0.35, 1.32], [0.34, -0.51, 0.75], [1.15, 0.02, 0.35], [-0.87, 0.28, 1.02], [1.17, 0.05, 0.80], [0.45, 0.91, -1.51], [0.16, -1.94, -0.56], [-0.52, 1.74, 0.84], [-2.18, -0.43, -1.42], [0.16, -0.19, -0.33], [0.07, 0.83, -0.19], [-0.11, -0.36, -0.13], [0.17, -0.30, 0.16], [-0.91, -1.31, -0.93], [0.52, 0.30, 0.07], [-0.41, 0.13, 0.05], [0.32, 0.49, -0.16], [0.32, 0.51, 0.14], [-1.20, -0.98, -0.51], [1.29, -0.48, -0.44], [-0.25, 0.31, -0.19], [-0.08, 0.34, 0.44], [0.28, 0.41, 0.70], [-0.10, 0.42, -0.17], [0.20, 0.06, 0.18], [-0.02, -0.16, 0.25], [0.26, -0.02, -0.23], [0.17, 0.03, 0.23], [-0.02, 0.02, -0.04], [-0.54, -0.23, 0.03], [0.59, 0.09, 0.24], [0.23, 0.16, 0.35], [-0.10, 0.60, 0.09], [-0.06, 0.02, -0.11], [0.12, -0.04, -0.47], [0.06, -0.35, 0.16], [0.07, 0.07, -0.11], [-0.70, -0.72, -0.34], [0.12, 0.82, 0.15], [-0.37, -0.44, -0.54], [0.32, -0.47, 0.42], [0.29, -1.58, -1.15], [-0.29, 0.20, -0.75], [-0.84, 0.68, 1.49], [0.53, 0.09, -0.09], [-0.25, -0.08, 0.25], [0.13, 0.42, 0.24], [0.36, -0.15, -0.06], [0.13, 0.10, 0.19], [-0.03, 0.19, 0.12], [0.14, -0.10, 0.41], [0.17, 0.38, 0.24], [-0.26, 0.15, -0.19], [-0.07, 0.73, 0.50], [-0.45, 0.13, 0.47], [0.23, -0.04, -0.17], [0.23, -0.16, -0.26], [0.38, -0.14, -0.61], [-0.10, -0.17, 0.01], [0.32, 0.29, -0.17], [-0.03, -0.28, -0.27], [0.51, 0.91, 1.03], [-0.88, 0.60, -1.00], [-0.14, -0.46, 0.01], [-0.76, -0.28, 0.49], [0.55, -0.13, -1.23], [0.22, 0.04, 1.18], [-0.69, 0.44, -0.75], [-0.02, -0.12, 0.27], [-0.52, 0.28, 0.09], [0.19, -0.59, -0.08], [0.11, -0.02, -0.24], [-0.24, -0.18, -0.01], [0.19, 0.43, 0.37], [0.11, -0.21, -0.03], [0.42, -0.02, -0.10], [0.43, 0.05, 0.00], [-0.33, -0.22, 0.25], [-0.07, -0.40, -0.24], [-0.19, 0.30, -0.38], [0.24, -0.38, 0.17], [-0.02, -0.10, 0.22], [-0.03, -0.08, 0.21], [0.07, 0.17, -0.01], [0.46, -0.14, -0.28], [0.21, -0.46, 0.54], [0.23, 0.57, -0.11], [-0.76, -0.54, 0.45], [0.29, -0.31, -1.15], [-0.16, -0.04, -0.24], [0.63, 1.03, 0.48], [-0.35, -0.22, -0.71], [-0.45, -0.42, -0.22], [0.73, -0.66, -0.19], [-0.09, -0.02, -0.02], [-0.08, 0.26, -0.09], [-0.06, 0.09, -0.28], [0.42, 0.32, 0.12], [0.11, 0.00, 0.14], [0.04, -0.09, 0.37], [-0.19, -0.11, -0.04], [-0.10, -0.05, -0.14], [-0.04, -0.15, -0.27], [-0.11, -0.20, 0.15], [-0.25, 0.01, 0.29], [0.31, 0.45, 0.55], [-0.19, 0.10, 0.43], [-0.36, -0.02, -0.14], [-0.14, 0.81, -0.21], [-1.22, -0.49, -0.13], [0.88, 0.06, -0.01], [0.01, -0.03, -0.26], [-0.09, -0.10, 0.00], [-0.01, 0.11, -0.16], [0.11, 0.00, 0.35], [-0.66, -0.44, -0.18], [0.27, 0.16, 0.36], [0.40, 0.51, -0.20]], "charge": 3, "orbital_gap_ev": 3.9393, "lumo_ev": -10.083}

{"formula": "C4H9NO2", "method": "ωB97M-V/def2-TZVPD", "symbols": ["C", "C", "N", "C", "C", "O", "O", "H", "H", "H", "H", "H", "H", "H", "H", "H"], "xyz": [[-0.187, -1.873, -0.199], [0.368, -0.473, -0.265], [0.589, 0.015, -1.649], [-0.586, 0.370, 0.617], [-0.168, 1.791, 0.972], [-0.892, 2.491, 1.627], [1.109, 2.076, 0.708], [-1.132, -1.945, -0.745], [0.405, -2.670, -0.663], [-0.354, -2.148, 0.848], [1.408, -0.432, 0.075], [0.692, -0.795, -2.247], [-0.242, 0.432, -2.065], [-0.818, -0.062, 1.580], [-1.553, 0.422, 0.116], [1.361, 2.803, 1.291]], "atomic_forces_ev_per_a": [[-0.27, -0.98, -0.14], [0.50, 0.15, 0.00], [-1.09, 0.20, -0.28], [0.69, 0.94, -1.57], [-0.47, -1.06, 0.74], [0.06, 0.54, -0.14], [0.33, -0.11, -0.06], [-0.22, 0.26, 0.25], [0.43, 0.35, 0.13], [-0.04, -0.16, -0.19], [-0.37, -0.21, 0.89], [0.46, -0.25, 0.02], [-0.14, 0.26, 0.40], [0.30, -0.44, 0.22], [-0.13, 0.13, -0.10], [-0.04, 0.37, -0.15]], "charge": 0, "smiles": "C[C@@H](N)CC(=O)O", "orbital_gap_ev": 10.3601, "lumo_ev": 0.759}

Q: What is the formula in the third record?
A: C31H37AuPSb2